Below is C5H10O in the gas phase, with properties calculated with the ωB97M-V functional and the def2-TZVPD basis.

Last column: natural (NBO) charge in e.
Atoms and positions in Å:
C 1.496 -0.283 1.189  -0.6106
C 0.955 -0.018 -0.202  -0.2530
C 0.076 -1.088 -0.812  -0.4328
C -0.514 0.233 -0.442  0.2360
C -1.457 0.501 0.705  -0.6293
O -0.846 0.962 -1.601  -0.7041
H 2.527 -0.650 1.134  0.2171
H 1.487 0.606 1.830  0.2073
H 0.911 -1.062 1.691  0.2028
H 1.619 0.516 -0.879  0.2210
H 0.143 -1.272 -1.880  0.2312
H -0.116 -1.970 -0.205  0.2097
H -2.482 0.207 0.463  0.2192
H -1.457 1.582 0.913  0.2010
H -1.151 0.001 1.628  0.2194
H -1.068 1.862 -1.333  0.4651

Results
- Orbital gap: 10.27 eV
- Spin multiplicity: 1
- HOMO: -0.340 Eh
- SMILES: C[C@H]1C[C@]1(C)O
- Max |F|: 0.3 eV/A
- Energy relative to the best compared isomer or geometry (same formula, charge and spin): 23.3 kcal per mole